{
  "formula": "C36H83NO5",
  "method": "the ωB97M-V functional and the def2-TZVPD basis",
  "elements": ["C", "C", "O", "C", "O", "N", "C", "C", "O", "C", "O", "O", "H", "H", "H", "H", "H", "H", "H", "H", "H", "H", "H", "H", "H", "C", "C", "C", "C", "C", "C", "H", "H", "H", "H", "H", "H", "H", "H", "H", "H", "H", "H", "H", "H", "C", "C", "C", "C", "C", "C", "H", "H", "H", "H", "H", "H", "H", "H", "H", "H", "H", "H", "H", "H", "C", "C", "C", "C", "C", "C", "H", "H", "H", "H", "H", "H", "H", "H", "H", "H", "H", "H", "H", "H", "C", "C", "C", "C", "C", "C", "H", "H", "H", "H", "H", "H", "H", "H", "H", "H", "H", "H", "H", "H", "C", "C", "C", "C", "C", "C", "H", "H", "H", "H", "H", "H", "H", "H", "H", "H", "H", "H", "H", "H"],
  "positions_angstrom": [[1.514582, -2.827506, -1.536132], [1.324628, -3.882796, -2.616779], [2.539249, -4.621132, -2.708665], [0.163721, -4.836014, -2.323231], [-0.914068, -4.082477, -1.772474], [-2.129324, -4.833497, -1.799932], [-3.144216, -4.017044, -2.466084], [-2.725155, -3.609416, -3.877334], [-1.879021, -2.471867, -3.938150], [-2.367674, -5.231822, -0.452029], [-1.599925, -5.923658, 0.144095], [-3.572455, -4.848299, 0.059933], [1.381892, -3.245742, -0.532941], [2.536329, -2.443642, -1.607367], [0.824366, -1.992273, -1.680285], [1.113504, -3.377691, -3.570316], [2.389158, -5.431111, -3.209180], [-0.185634, -5.327803, -3.241203], [0.494552, -5.611171, -1.620955], [-3.382492, -3.103479, -1.897617], [-4.046949, -4.632185, -2.535309], [-2.230798, -4.449214, -4.379497], [-3.643681, -3.387791, -4.435547], [-1.656423, -2.199706, -3.040058], [-3.576835, -3.885689, 0.172453], [-6.449945, -6.827042, -2.203215], [-7.037533, -5.777763, -1.264189], [-7.200309, -6.270654, 0.171453], [-8.155110, -7.451047, 0.353674], [-9.577145, -7.207179, -0.149263], [-10.285831, -6.059396, 0.563423], [-7.096204, -7.701584, -2.288194], [-6.315382, -6.423355, -3.208629], [-5.475256, -7.165706, -1.842862], [-7.996081, -5.428729, -1.658322], [-6.377016, -4.905046, -1.253803], [-7.531858, -5.435869, 0.795996], [-6.215806, -6.558047, 0.555387], [-8.193556, -7.701554, 1.418403], [-7.747011, -8.333492, -0.146824], [-10.155568, -8.124409, -0.012521], [-9.565554, -7.016080, -1.226128], [-10.334283, -6.241745, 1.639170], [-11.306814, -5.942179, 0.198168], [-9.771814, -5.109389, 0.408730], [-5.671429, -2.885629, 2.034461], [-4.431584, -3.236876, 2.852994], [-4.492198, -4.627408, 3.480922], [-5.637714, -4.827633, 4.474843], [-5.656268, -3.842779, 5.643060], [-4.408931, -3.913370, 6.518517], [-6.569599, -2.864051, 2.652313], [-5.570538, -1.901832, 1.571143], [-5.831462, -3.620891, 1.240605], [-4.271881, -2.475490, 3.621023], [-3.548378, -3.191306, 2.207964], [-3.537707, -4.837644, 3.969991], [-4.587505, -5.368980, 2.682532], [-5.574425, -5.845864, 4.870974], [-6.594510, -4.771336, 3.947513], [-6.536406, -4.049764, 6.257254], [-5.782909, -2.822118, 5.270472], [-4.277377, -4.918032, 6.925744], [-4.479291, -3.219445, 7.357033], [-3.507522, -3.660075, 5.958517], [-1.147726, 0.200055, -0.676008], [-1.507546, 0.666122, -2.085230], [-0.304587, 0.766030, -3.021694], [0.764980, 1.766945, -2.582407], [0.265981, 3.198076, -2.392527], [-0.292210, 3.826540, -3.665530], [-0.473583, 0.897780, -0.177574], [-2.039752, 0.108257, -0.053379], [-0.653667, -0.775506, -0.701209], [-2.026275, 1.626783, -2.032338], [-2.225026, -0.036020, -2.521061], [-0.656710, 1.016534, -4.025364], [0.161980, -0.220483, -3.110014], [1.566057, 1.767359, -3.328364], [1.225307, 1.425779, -1.650124], [1.100896, 3.805104, -2.031433], [-0.493279, 3.230443, -1.605736], [0.460237, 3.832759, -4.456959], [-0.600380, 4.857884, -3.489629], [-1.162947, 3.283668, -4.036539], [3.073135, 3.431080, 0.892819], [3.780277, 3.754024, -0.419689], [5.286390, 3.960448, -0.271331], [5.686646, 5.124916, 0.636396], [5.119706, 6.482808, 0.226123], [5.577947, 6.939701, -1.155658], [3.167590, 4.244180, 1.614130], [2.007343, 3.260730, 0.729798], [3.489853, 2.529404, 1.346849], [3.323350, 4.640011, -0.870299], [3.609441, 2.935016, -1.124248], [5.724385, 4.102167, -1.263059], [5.732501, 3.042760, 0.124789], [6.779839, 5.190635, 0.654000], [5.383505, 4.909572, 1.664747], [5.431137, 7.223052, 0.968469], [4.026886, 6.463899, 0.259592], [6.668118, 6.994274, -1.205761], [5.183053, 7.928698, -1.392150], [5.242280, 6.257418, -1.938095], [8.333096, 7.484446, 2.693234], [8.503084, 8.239709, 1.378729], [9.780284, 7.875140, 0.624184], [11.078784, 8.185767, 1.371059], [11.245496, 9.646780, 1.786015], [11.272387, 10.615730, 0.608016], [9.136985, 7.708945, 3.395865], [7.391940, 7.749211, 3.177625], [8.327631, 6.405356, 2.522983], [8.472007, 9.316287, 1.568032], [7.648663, 8.021689, 0.732510], [9.781231, 8.389139, -0.341008], [9.761118, 6.804882, 0.393475], [11.921600, 7.900680, 0.733460], [11.149100, 7.553975, 2.260644], [12.177517, 9.742580, 2.348916], [10.446430, 9.933127, 2.475472], [12.081899, 10.366281, -0.081342], [11.426806, 11.640620, 0.947614], [10.337189, 10.594563, 0.046489]],
  "forces_ev_per_a": [[0.1878, -0.0647, 0.0205], [-0.2430, 0.1816, -0.0225], [-0.1040, -0.0844, 0.0185], [0.1592, -0.2496, -0.1218], [-0.1028, -0.1892, -0.1672], [0.1023, 0.6729, 0.4173], [0.0479, -0.0818, -0.2103], [-0.1320, -0.0923, 0.0638], [-0.1003, 0.0924, 0.0793], [0.1689, -0.4273, -0.2156], [-0.1682, 0.2257, -0.0749], [0.0846, -0.0612, 0.1644], [-0.0204, 0.0479, -0.1446], [-0.1317, 0.0018, -0.0454], [0.0672, -0.1822, 0.0884], [0.1213, -0.0388, 0.0687], [0.0115, 0.0890, -0.0386], [0.0841, 0.0724, 0.1090], [-0.1056, 0.1640, 0.0707], [-0.0238, -0.0543, -0.0528], [0.1012, 0.1195, 0.1178], [-0.0589, 0.0187, 0.0980], [0.1524, 0.0308, 0.0388], [0.1113, -0.1505, -0.1199], [-0.2281, -0.0838, -0.1738], [-0.0068, 0.0640, -0.0080], [0.0675, -0.0335, -0.0429], [0.0450, 0.0376, 0.0938], [0.0020, -0.0133, -0.0548], [-0.0202, 0.0137, 0.0428], [-0.0004, -0.0255, -0.0506], [0.0033, -0.0095, 0.0033], [0.0065, -0.0138, -0.0034], [-0.0076, -0.0226, 0.0093], [-0.0108, 0.0069, 0.0204], [-0.0221, 0.0233, 0.0092], [-0.0043, -0.0099, 0.0093], [0.0093, 0.0234, -0.0006], [-0.0060, -0.0010, 0.0027], [0.0079, 0.0042, -0.0003], [-0.0061, 0.0001, -0.0148], [0.0133, -0.0106, -0.0074], [0.0136, 0.0154, 0.0094], [-0.0053, 0.0026, 0.0144], [0.0000, 0.0042, 0.0044], [0.0983, 0.0452, -0.0306], [-0.0443, -0.0020, -0.0678], [0.0065, -0.0272, 0.0059], [-0.0142, 0.0060, -0.0144], [0.0233, -0.0286, 0.0285], [-0.0394, 0.0397, -0.0148], [-0.0140, -0.0110, -0.0074], [-0.0257, -0.0032, -0.0029], [-0.0463, -0.0189, 0.0232], [0.0024, -0.0115, 0.0196], [0.0513, 0.0276, 0.0606], [-0.0059, -0.0014, 0.0099], [0.0134, 0.0121, -0.0141], [-0.0045, -0.0010, 0.0087], [0.0047, -0.0061, -0.0098], [-0.0051, 0.0145, 0.0001], [-0.0134, -0.0002, -0.0115], [0.0186, -0.0080, -0.0102], [0.0062, -0.0102, 0.0093], [0.0051, -0.0043, -0.0003], [-0.0563, 0.0108, -0.0413], [0.0002, -0.1134, 0.0541], [-0.0055, 0.0168, -0.0087], [0.0145, -0.0165, 0.0269], [0.0502, 0.0414, -0.0242], [-0.0109, -0.0068, 0.0549], [0.0133, -0.0001, 0.0038], [0.0103, -0.0086, 0.0062], [-0.0239, 0.0439, 0.0394], [0.0044, 0.0121, -0.0149], [-0.0300, 0.0484, -0.0227], [0.0059, 0.0031, -0.0016], [-0.0072, -0.0197, -0.0204], [0.0045, 0.0089, -0.0015], [0.0008, -0.0083, -0.0010], [-0.0177, 0.0115, 0.0197], [0.0076, -0.0145, 0.0153], [-0.0075, -0.0154, -0.0159], [0.0059, 0.0043, -0.0123], [0.0012, -0.0052, -0.0080], [-0.0234, 0.0205, -0.0552], [-0.0387, -0.0626, 0.0144], [0.0141, 0.0076, -0.0084], [-0.0030, -0.0071, 0.0219], [0.0698, 0.0411, -0.0272], [-0.0502, 0.0090, 0.0358], [0.0020, -0.0013, 0.0075], [-0.0016, -0.0089, 0.0064], [0.0123, 0.0086, 0.0192], [0.0190, 0.0079, -0.0168], [-0.0069, 0.0169, -0.0200], [0.0050, 0.0069, 0.0036], [-0.0083, -0.0080, -0.0020], [0.0020, 0.0152, 0.0009], [0.0012, -0.0102, -0.0018], [-0.0292, 0.0072, 0.0039], [-0.0035, -0.0239, 0.0223], [0.0057, -0.0231, -0.0188], [0.0156, 0.0055, -0.0055], [0.0050, -0.0033, -0.0047], [-0.0227, 0.0488, -0.0271], [-0.0344, -0.0711, 0.0084], [0.0077, 0.0053, -0.0135], [-0.0002, -0.0139, 0.0099], [0.0256, 0.0147, -0.0355], [-0.0147, -0.0012, 0.0541], [0.0043, -0.0064, 0.0040], [-0.0034, -0.0138, 0.0040], [0.0213, -0.0070, 0.0096], [0.0094, 0.0080, -0.0151], [-0.0037, 0.0344, 0.0036], [0.0084, 0.0021, 0.0016], [-0.0126, -0.0031, 0.0005], [0.0079, 0.0063, 0.0027], [-0.0078, -0.0061, -0.0036], [-0.0059, 0.0075, 0.0116], [-0.0027, -0.0143, 0.0114], [-0.0101, -0.0069, -0.0186], [0.0096, 0.0030, -0.0116], [-0.0005, -0.0004, -0.0057]],
  "lowdin_charge": [-0.026, -0.408, -0.031, -0.137, -0.113, -0.026, -0.127, -0.220, -0.069, -0.505, 0.165, 0.081, 0.095, 0.090, 0.046, 0.142, 0.092, 0.130, 0.133, 0.132, 0.124, 0.119, 0.120, 0.053, 0.101, -0.109, -0.267, -0.233, -0.224, -0.269, -0.112, 0.067, 0.067, 0.074, 0.101, 0.087, 0.092, 0.106, 0.110, 0.102, 0.104, 0.098, 0.075, 0.068, 0.064, -0.101, -0.264, -0.219, -0.226, -0.270, -0.111, 0.070, 0.072, 0.053, 0.102, 0.089, 0.107, 0.101, 0.111, 0.099, 0.104, 0.097, 0.075, 0.068, 0.065, -0.096, -0.260, -0.221, -0.226, -0.268, -0.106, 0.066, 0.069, 0.054, 0.101, 0.091, 0.108, 0.095, 0.112, 0.096, 0.089, 0.100, 0.076, 0.069, 0.065, -0.104, -0.276, -0.224, -0.227, -0.269, -0.109, 0.066, 0.061, 0.077, 0.093, 0.099, 0.102, 0.111, 0.102, 0.103, 0.092, 0.100, 0.066, 0.072, 0.066, -0.106, -0.264, -0.228, -0.229, -0.271, -0.112, 0.065, 0.070, 0.070, 0.102, 0.077, 0.102, 0.109, 0.109, 0.101, 0.104, 0.097, 0.075, 0.068, 0.064],
  "mol_weight_g_mol": 610.062,
  "smiles": "C[C@@H](O)CON(CCO)C(=O)O.CCCCCC.CCCCCC.CCCCCC.CCCCCC.CCCCCC",
  "charge": 0,
  "energy_ha": -1852.35714,
  "lumo_ev": 0.409,
  "homo_ev": -10.13,
  "largest_force_ha_per_bohr": 0.0155,
  "orbital_gap_ev": 10.538
}